[1]
{"formula": "C33H54AsClFeIN2OSi3", "method": "ωB97M-V/def2-TZVPD", "spin_multiplicity": 5, "s2": 6.012, "total_charge": 1, "max_force_ha_per_bohr": 0.0657, "e_above_lowest_ev": 1.081, "species": ["Fe", "C", "C", "C", "C", "C", "C", "C", "C", "C", "C", "C", "C", "H", "H", "H", "H", "H", "H", "H", "H", "H", "H", "H", "H", "H", "H", "H", "H", "H", "H", "Cl", "C", "C", "C", "I", "C", "O", "C", "N", "C", "C", "C", "C", "H", "H", "H", "H", "C", "C", "C", "N", "H", "H", "H", "H", "H", "C", "Si", "C", "C", "As", "Si", "C", "C", "C", "Si", "C", "C", "C", "H", "H", "H", "H", "H", "H", "H", "H", "H", "H", "H", "H", "H", "H", "H", "H", "H", "H", "H", "H", "H", "H", "H", "H", "H", "H", "H"], "xyz": [[-14.012, -11.162, -6.830], [-12.567, -11.861, -9.502], [-13.222, -12.880, -8.624], [-12.353, -13.614, -7.732], [-10.832, -13.252, -7.686], [-12.858, -14.687, -7.035], [-11.922, -15.496, -6.164], [-14.186, -15.128, -7.111], [-14.580, -16.481, -6.631], [-15.069, -14.319, -7.877], [-16.556, -14.620, -7.802], [-14.584, -13.223, -8.646], [-15.543, -12.526, -9.588], [-12.176, -11.068, -8.793], [-13.064, -11.418, -10.366], [-11.750, -12.316, -10.036], [-10.398, -13.481, -8.624], [-10.218, -13.806, -6.915], [-10.631, -12.185, -7.511], [-11.387, -14.881, -5.466], [-11.158, -16.101, -6.746], [-12.419, -16.278, -5.550], [-15.528, -16.740, -7.075], [-14.790, -16.458, -5.528], [-13.832, -17.175, -6.928], [-17.163, -13.747, -7.994], [-16.741, -15.033, -6.797], [-16.832, -15.471, -8.502], [-14.919, -11.950, -10.314], [-16.256, -11.923, -9.001], [-16.082, -13.358, -10.112], [-18.210, -14.194, -2.115], [-17.642, -13.388, -3.600], [-18.450, -12.857, -4.537], [-17.934, -11.992, -5.582], [-19.289, -11.374, -7.097], [-16.612, -11.769, -5.727], [-16.010, -10.971, -6.567], [-15.712, -12.550, -4.844], [-14.370, -12.491, -5.203], [-13.586, -13.234, -4.450], [-14.040, -14.057, -3.389], [-15.320, -14.096, -3.036], [-16.232, -13.362, -3.828], [-19.533, -12.887, -4.392], [-12.509, -13.241, -4.649], [-13.329, -14.568, -2.746], [-15.683, -14.589, -2.104], [-16.732, -7.436, -10.147], [-16.679, -8.856, -9.693], [-15.370, -9.363, -9.171], [-14.548, -9.873, -8.588], [-17.696, -7.249, -10.597], [-16.049, -7.235, -11.007], [-16.611, -6.676, -9.350], [-16.981, -9.316, -10.580], [-17.422, -9.013, -8.931], [-11.808, -10.652, -2.861], [-10.702, -10.261, -4.295], [-9.602, -8.893, -3.905], [-9.827, -11.838, -4.784], [-12.141, -9.575, -6.030], [-13.750, -8.202, -4.864], [-14.961, -9.215, -3.867], [-14.480, -7.306, -6.273], [-12.773, -7.208, -3.618], [-10.984, -8.096, -7.517], [-12.221, -7.734, -8.928], [-9.311, -8.897, -7.907], [-10.595, -6.517, -6.582], [-11.260, -10.846, -1.947], [-12.377, -11.525, -3.012], [-12.630, -9.959, -2.654], [-9.064, -9.161, -2.951], [-10.050, -7.883, -3.801], [-8.768, -8.803, -4.661], [-9.272, -12.366, -3.868], [-9.069, -11.600, -5.553], [-10.506, -12.532, -5.212], [-14.450, -10.073, -3.477], [-15.768, -9.594, -4.515], [-15.421, -8.584, -3.104], [-14.884, -7.933, -7.073], [-13.690, -6.642, -6.664], [-15.263, -6.636, -5.877], [-12.594, -7.894, -2.759], [-13.533, -6.589, -3.300], [-11.947, -6.527, -3.816], [-12.505, -8.610, -9.405], [-11.929, -7.034, -9.719], [-13.035, -7.296, -8.414], [-9.586, -9.925, -8.243], [-8.743, -9.040, -7.037], [-8.758, -8.461, -8.695], [-11.436, -5.836, -6.498], [-9.796, -6.029, -7.181], [-10.279, -6.644, -5.598]]}

---

[2]
{"formula": "C33H54ClFN7O2P2", "method": "ωB97M-V/def2-TZVPD", "spin_multiplicity": 1, "total_charge": 1, "energy_ev": -83429.6357, "max_force_ha_per_bohr": 0.0643, "species": ["C", "C", "O", "N", "C", "C", "C", "C", "C", "C", "C", "C", "C", "C", "N", "C", "P", "N", "P", "O", "Cl", "C", "C", "C", "C", "F", "H", "H", "H", "H", "H", "H", "H", "H", "H", "H", "H", "H", "H", "H", "H", "H", "H", "H", "H", "H", "H", "H", "H", "H", "H", "H", "H", "H", "H", "H", "H", "H", "H", "H", "N", "C", "C", "C", "C", "H", "H", "H", "H", "H", "N", "C", "C", "C", "C", "H", "H", "H", "H", "H", "N", "C", "C", "C", "C", "H", "H", "H", "H", "H", "N", "C", "C", "C", "C", "H", "H", "H", "H", "H"], "xyz": [[4.561, -2.063, 0.620], [3.939, -2.791, -0.653], [4.063, -2.227, -1.743], [3.278, -4.049, -0.406], [2.435, -4.501, -1.546], [0.903, -4.097, -1.381], [0.636, -2.541, -1.730], [0.719, -1.679, -0.392], [-0.419, -0.531, -0.285], [-1.491, -1.219, 0.673], [-2.940, -0.553, 0.692], [-3.990, -1.776, 0.787], [-3.169, 0.279, 2.052], [-0.900, 0.059, -1.681], [-0.792, 1.355, -1.815], [-0.273, 2.092, -0.602], [-1.858, 3.018, -0.068], [-2.196, 4.042, -1.277], [1.224, 3.180, -1.138], [1.365, 3.122, -2.833], [0.826, 5.232, -0.721], [0.224, 0.850, 0.267], [0.403, 1.007, 1.832], [1.241, 2.265, 2.288], [2.750, 2.295, 1.794], [0.645, 3.517, 1.957], [4.960, -2.800, 1.377], [5.305, -1.278, 0.312], [3.701, -1.514, 1.126], [2.609, -3.842, 0.355], [2.451, -5.642, -1.518], [2.815, -4.214, -2.564], [0.449, -4.401, -0.394], [0.351, -4.670, -2.198], [1.486, -2.210, -2.395], [-0.375, -2.523, -2.234], [1.759, -1.277, -0.215], [0.515, -2.398, 0.468], [-1.123, -1.230, 1.744], [-1.634, -2.310, 0.384], [-3.208, 0.032, -0.234], [-3.869, -2.271, 1.806], [-3.769, -2.528, -0.022], [-5.041, -1.362, 0.756], [-4.270, 0.244, 2.333], [-2.577, -0.186, 2.892], [-2.883, 1.365, 1.963], [-1.284, -0.556, -2.547], [-1.046, 1.839, -2.688], [-1.717, 3.658, 1.199], [-2.959, 2.096, -0.014], [-1.444, 3.935, -1.978], [1.509, 4.058, -3.104], [1.312, 0.765, -0.080], [-0.567, 1.023, 2.415], [0.973, 0.092, 2.191], [1.281, 2.224, 3.424], [3.426, 2.043, 2.673], [2.983, 3.381, 1.548], [2.965, 1.681, 0.878], [-6.911, 4.112, 0.296], [-7.688, 3.802, 1.380], [-6.867, 3.299, 2.358], [-5.545, 3.313, 1.848], [-5.604, 3.821, 0.574], [-7.249, 4.495, -0.570], [-8.754, 3.963, 1.361], [-7.181, 2.961, 3.334], [-4.650, 2.986, 2.357], [-4.829, 4.000, -0.157], [3.990, 2.626, -7.143], [3.347, 3.115, -6.038], [3.272, 2.104, -5.111], [3.899, 0.965, -5.678], [4.334, 1.319, -6.931], [4.180, 3.148, -7.982], [2.998, 4.135, -6.008], [2.819, 2.175, -4.135], [4.019, -0.004, -5.219], [4.856, 0.755, -7.687], [8.043, -3.593, -0.145], [8.853, -2.588, 0.312], [9.661, -3.108, 1.292], [9.331, -4.480, 1.428], [8.332, -4.751, 0.526], [7.346, -3.497, -0.863], [8.783, -1.592, -0.097], [10.407, -2.562, 1.849], [9.776, -5.189, 2.108], [7.803, -5.665, 0.306], [-7.248, 0.085, 3.100], [-6.778, 0.287, 4.371], [-7.312, -0.685, 5.180], [-8.130, -1.508, 4.366], [-8.068, -1.011, 3.088], [-7.023, 0.654, 2.300], [-6.108, 1.104, 4.589], [-7.134, -0.792, 6.238], [-8.700, -2.369, 4.681], [-8.537, -1.341, 2.174]]}